Record 1
{"formula": "C26H27IN4NbO9S", "method": "ωB97M-V/def2-TZVPD", "orbital_gap_ha": 0.234, "e_tot_ha": -2655.4731, "lumo_ev": 1.0, "charge": -1, "homo_energy_ha": -0.196, "symbols": ["O", "C", "I", "C", "Nb", "S", "H", "H", "H", "H", "H", "H", "H", "C", "C", "C", "C", "C", "C", "N", "O", "O", "H", "H", "H", "H", "H", "C", "C", "C", "C", "C", "C", "N", "O", "O", "H", "H", "H", "H", "H", "C", "C", "C", "C", "C", "C", "N", "O", "O", "H", "H", "H", "H", "H", "C", "C", "C", "C", "C", "C", "N", "O", "O", "H", "H", "H", "H", "H"], "xyz": [[1.3368, 3.4710, -3.1902], [2.0005, 2.6934, -3.8937], [1.0215, 1.8971, -5.6723], [3.4546, 2.3320, -3.4191], [3.3990, 0.1961, -2.5891], [4.7696, 0.9121, -0.5826], [4.1699, 2.3269, -4.3128], [3.8089, 3.1006, -2.6594], [4.8905, -0.2779, -3.5194], [3.3398, -1.5257, -1.9772], [1.8362, 0.4791, -1.6692], [2.4401, -0.2598, -4.0800], [3.9711, 1.8790, 0.0053], [-2.8589, -2.9152, -5.7958], [-2.2458, -2.5658, -4.5974], [-0.8590, -2.5422, -4.5058], [-0.0968, -2.8664, -5.6234], [-0.7021, -3.2240, -6.8236], [-2.0895, -3.2480, -6.9060], [1.3634, -2.8173, -5.5359], [1.8504, -2.5183, -4.4649], [2.0044, -3.0742, -6.5452], [-3.9418, -2.9272, -5.8655], [-2.8494, -2.3084, -3.7345], [-0.3913, -2.2680, -3.5672], [-0.1126, -3.4817, -7.6951], [-2.5720, -3.5224, -7.8374], [0.9662, 3.0818, 0.0539], [0.1686, 1.9515, -0.0907], [-0.4847, 1.4149, 1.0115], [-0.3346, 2.0234, 2.2564], [0.4679, 3.1508, 2.4104], [1.1194, 3.6783, 1.3022], [-1.0387, 1.4781, 3.4159], [-1.7204, 0.4767, 3.2533], [-0.9116, 2.0540, 4.4847], [1.4707, 3.5008, -0.8111], [0.0550, 1.4914, -1.0641], [-1.1029, 0.5342, 0.8864], [0.5922, 3.6251, 3.3766], [1.7447, 4.5575, 1.4096], [4.2793, -1.9491, 5.6237], [5.4131, -2.2137, 4.8627], [5.3201, -2.2896, 3.4778], [4.0864, -2.0942, 2.8659], [2.9467, -1.8365, 3.6203], [3.0474, -1.7649, 5.0049], [3.9878, -2.1481, 1.4056], [5.0025, -2.3940, 0.7784], [2.8991, -1.9397, 0.9066], [4.3563, -1.8849, 6.7043], [6.3712, -2.3579, 5.3496], [6.2095, -2.4959, 2.8950], [1.9826, -1.6881, 3.1483], [2.1657, -1.5616, 5.6021], [-5.9990, 1.4247, 4.9564], [-4.8693, 1.1622, 4.1887], [-4.9708, 1.0886, 2.8048], [-6.2092, 1.2841, 2.2002], [-7.3452, 1.5396, 2.9622], [-7.2356, 1.6088, 4.3456], [-6.3169, 1.2322, 0.7409], [-5.3077, 0.9877, 0.1053], [-7.4116, 1.4404, 0.2441], [-5.9153, 1.4870, 6.0365], [-3.9077, 1.0179, 4.6684], [-4.0831, 0.8837, 2.2182], [-8.3124, 1.6877, 2.4971], [-8.1136, 1.8102, 4.9489]]}

---

Record 2
{"formula": "C24H13BrN5O5RuS2", "method": "ωB97M-V/def2-TZVPD", "s2": 0.759, "orbital_gap_ha": [0.231, 0.227], "e_tot_ha": -5037.7897, "spin_multiplicity": 2, "lumo_ev": [3.9, 3.9], "charge": -2, "homo_energy_ha": [-0.089, -0.085], "symbols": ["Ru", "O", "C", "C", "C", "C", "C", "C", "C", "O", "N", "N", "C", "C", "C", "C", "C", "C", "C", "O", "H", "H", "H", "H", "H", "H", "H", "H", "H", "H", "S", "C", "S", "C", "C", "N", "C", "N", "Br", "C", "C", "N", "C", "C", "C", "C", "O", "O", "H", "H", "H"], "xyz": [[-0.6066, 0.5250, -0.2495], [0.4516, 0.2905, -4.7011], [1.7783, 0.1209, -4.5825], [2.5160, -0.0882, -5.7499], [3.8764, -0.3285, -5.6859], [4.5330, -0.3342, -4.4597], [3.8102, -0.0791, -3.3048], [2.4394, 0.1483, -3.3429], [1.6626, 0.3880, -2.0889], [0.4199, 0.0538, -2.1097], [2.3000, 0.9088, -1.0896], [1.4416, 1.1287, -0.0110], [2.0273, 1.1394, 1.1249], [1.3974, 1.3492, 2.4052], [2.2200, 1.4146, 3.5358], [1.7063, 1.5212, 4.8104], [0.3139, 1.5510, 4.9638], [-0.5183, 1.4904, 3.8710], [-0.0099, 1.4159, 2.5496], [-0.8401, 1.4455, 1.5588], [0.0773, 0.2610, -3.7851], [1.9862, -0.0773, -6.6940], [4.4257, -0.5259, -6.5997], [5.5938, -0.5455, -4.4065], [4.2977, -0.0519, -2.3391], [3.0982, 0.9340, 1.1233], [3.2953, 1.3755, 3.3886], [2.3612, 1.5750, 5.6707], [-0.1163, 1.6092, 5.9581], [-1.5956, 1.5089, 3.9801], [-3.0508, 0.7593, -0.3096], [-2.8849, 2.0916, -1.3307], [-1.2394, 2.4150, -1.6422], [-3.9500, 2.8244, -1.8580], [-3.7485, 3.9774, -2.6679], [-3.6325, 4.9231, -3.3219], [-5.3031, 2.4540, -1.6175], [-6.4136, 2.1806, -1.4526], [-5.0706, -3.5001, 3.5931], [-3.2401, -3.5906, 3.0956], [-2.4339, -4.5498, 3.6849], [-1.1435, -4.6741, 3.3859], [-0.6308, -3.8188, 2.5009], [-1.3711, -2.8334, 1.8620], [-2.7201, -2.7184, 2.1594], [-0.7421, -1.8910, 0.8632], [0.3420, -1.3432, 1.1506], [-1.3746, -1.7089, -0.2042], [-2.8399, -5.2391, 4.4164], [0.4263, -3.9179, 2.2846], [-3.3217, -1.9641, 1.6679]]}

---

Record 3
{"formula": "C42H55AsBF5N14Sr", "method": "ωB97M-V/def2-TZVPD", "orbital_gap_ha": 0.284, "e_tot_ha": -5190.7878, "lumo_ev": 0.5, "charge": 0, "homo_energy_ha": -0.264, "symbols": ["Sr", "C", "C", "N", "N", "C", "B", "N", "C", "C", "C", "N", "N", "C", "C", "C", "N", "H", "H", "H", "H", "H", "H", "H", "H", "H", "H", "C", "N", "C", "C", "N", "C", "C", "C", "C", "C", "C", "C", "C", "C", "N", "C", "N", "C", "C", "N", "C", "C", "C", "N", "C", "C", "H", "H", "H", "H", "H", "H", "H", "H", "H", "H", "H", "H", "H", "H", "H", "H", "H", "H", "H", "H", "H", "H", "H", "H", "H", "H", "H", "H", "H", "H", "C", "C", "N", "C", "C", "N", "H", "H", "H", "H", "H", "H", "C", "As", "C", "C", "H", "H", "H", "H", "H", "H", "H", "H", "H", "F", "C", "C", "C", "F", "C", "F", "C", "F", "C", "F"], "xyz": [[-0.5425, -1.4179, 0.9357], [3.4784, -2.8859, -0.7424], [2.2598, -2.2226, -0.9284], [1.4959, -2.3179, 0.1625], [2.2093, -3.0342, 1.0634], [3.4054, -3.3728, 0.5457], [1.6830, -3.4129, 2.4597], [1.4750, -2.1541, 3.3493], [2.0419, -1.9199, 4.5463], [1.4666, -0.7834, 5.0844], [0.5397, -0.3778, 4.1170], [0.5550, -1.2025, 3.0724], [0.3302, -4.1668, 2.3483], [-0.0278, -5.2402, 3.0779], [-1.3194, -5.5904, 2.7321], [-1.6858, -4.6448, 1.7667], [-0.6908, -3.7879, 1.5423], [4.2989, -2.9746, -1.4372], [1.9062, -1.6729, -1.7876], [4.1228, -3.9406, 1.1214], [2.4854, -4.1279, 2.9989], [2.8050, -2.5745, 4.9427], [1.6786, -0.3223, 6.0367], [-0.1296, 0.4708, 4.1405], [0.6499, -5.6812, 3.7955], [-1.9053, -6.4047, 3.1285], [-2.6309, -4.5347, 1.2520], [1.4272, 4.1324, 3.6283], [1.4186, 3.8518, 2.1988], [2.6983, 4.1252, 1.5579], [0.6093, 2.7643, 1.8207], [0.9477, 1.6637, 1.2660], [2.2738, 1.2063, 1.1565], [2.9886, 0.8561, 2.2780], [4.3124, 0.3912, 2.1941], [4.9377, 0.3071, 0.9853], [4.2461, 0.6449, -0.2045], [4.9038, 0.5407, -1.4563], [4.2303, 0.7990, -2.6140], [2.8818, 1.1962, -2.5774], [2.2095, 1.3669, -1.3828], [0.8660, 1.7036, -1.3488], [0.2856, 2.5794, -2.0780], [-1.0908, 2.5938, -2.0719], [-1.7291, 1.6166, -1.1959], [-1.8732, 3.8008, -2.3113], [0.8956, 3.6078, -2.8225], [2.1752, 4.1350, -2.3931], [0.6968, 3.6024, -4.2651], [2.8887, 1.0715, -0.1429], [-0.7526, 3.0191, 2.0094], [-1.6150, 2.0207, 2.6185], [-1.2541, 4.3821, 2.0242], [1.6815, 5.1802, 3.7988], [2.1628, 3.5096, 4.1523], [0.4498, 3.9369, 4.0658], [2.8977, 5.1955, 1.6523], [2.6507, 3.8745, 0.5010], [3.5344, 3.5817, 2.0002], [2.5135, 0.9431, 3.2457], [4.8356, 0.1173, 3.1048], [5.9644, -0.0340, 0.9122], [5.9439, 0.2356, -1.4701], [4.7306, 0.7022, -3.5712], [2.3353, 1.3512, -3.5009], [-1.6012, 0.6053, -1.5825], [-2.7888, 1.8391, -1.1417], [-1.2953, 1.6701, -0.1910], [-1.2762, 4.5537, -2.8091], [-2.2355, 4.2225, -1.3658], [-2.7401, 3.5702, -2.9341], [2.2462, 4.0797, -1.3081], [2.2340, 5.1851, -2.6881], [3.0316, 3.6081, -2.8225], [-0.1971, 3.0336, -4.5155], [1.5504, 3.1456, -4.7832], [0.5819, 4.6218, -4.6446], [-1.7514, 2.2032, 3.6937], [-1.1925, 1.0326, 2.4816], [-2.6006, 2.0275, 2.1502], [-1.1151, 4.9054, 2.9778], [-2.3254, 4.3459, 1.8215], [-0.7765, 4.9671, 1.2422], [-4.1481, -0.2599, -3.0845], [-3.9046, -1.5695, -2.4145], [-2.7868, -1.9959, -1.8724], [-3.0532, -3.2659, -1.3892], [-4.3478, -3.6011, -1.6283], [-4.8775, -2.5127, -2.2867], [-3.1977, 0.1684, -3.3940], [-4.6405, 0.4338, -2.3984], [-4.7848, -0.3850, -3.9629], [-2.2893, -3.8598, -0.9028], [-4.9212, -4.4875, -1.4070], [-5.8212, -2.4273, -2.6128], [1.3909, -1.5808, -4.9709], [-0.1464, -1.6180, -3.7287], [0.0770, -3.5128, -3.2278], [-1.4885, -1.8758, -5.1438], [1.3674, -2.4476, -5.6336], [2.3268, -1.5944, -4.4062], [1.3715, -0.6740, -5.5790], [-0.5576, -4.1506, -3.8453], [-0.1797, -3.6689, -2.1800], [1.1168, -3.8065, -3.3663], [-1.0971, -2.5293, -5.9247], [-1.7550, -0.9169, -5.5915], [-2.3893, -2.3224, -4.7199], [-2.0588, -2.2811, 3.8550], [-3.0871, -1.6362, 3.2300], [-2.8993, -1.0830, 1.9790], [-4.0420, -0.5015, 1.4811], [-4.0156, 0.0985, 0.2401], [-5.2607, -0.4434, 2.1255], [-6.3314, 0.1449, 1.5614], [-5.3750, -1.0042, 3.3813], [-6.5342, -0.9608, 4.0392], [-4.2711, -1.6092, 3.9443], [-4.3710, -2.1573, 5.1651]]}

---

Record 4
{"formula": "C43H58O23S6", "method": "ωB97M-V/def2-TZVPD", "orbital_gap_ha": 0.341, "e_tot_ha": -5792.8198, "lumo_ev": 0.3, "charge": 0, "homo_energy_ha": -0.330, "symbols": ["C", "C", "O", "S", "O", "O", "O", "H", "H", "H", "H", "C", "C", "O", "S", "O", "O", "O", "H", "H", "H", "H", "C", "C", "O", "S", "O", "O", "O", "H", "H", "H", "H", "C", "C", "O", "S", "O", "O", "O", "H", "H", "H", "H", "C", "C", "O", "S", "O", "O", "O", "H", "H", "H", "H", "O", "S", "O", "O", "C", "C", "C", "H", "H", "H", "H", "H", "H", "H", "H", "C", "C", "C", "C", "C", "C", "H", "H", "H", "H", "H", "H", "C", "C", "C", "C", "C", "C", "H", "H", "H", "H", "H", "H", "C", "C", "C", "C", "C", "C", "H", "H", "H", "H", "H", "H", "C", "C", "C", "C", "C", "C", "H", "H", "H", "H", "H", "H", "C", "C", "C", "C", "C", "C", "H", "H", "H", "H", "H", "H"], "xyz": [[3.2556, -3.8393, 2.1416], [4.3232, -2.8377, 1.6459], [4.8903, -3.4608, 0.4708], [3.6824, -4.2070, -0.2477], [4.1709, -5.2571, -1.0466], [2.8009, -3.2204, -0.7661], [3.0863, -4.7961, 1.1047], [2.3621, -3.2949, 2.4496], [3.5995, -4.3851, 3.0195], [5.1057, -2.6335, 2.3682], [3.8897, -1.9007, 1.2952], [-3.2529, -6.3992, 2.3989], [-3.5587, -5.3228, 1.3290], [-2.5788, -4.3046, 1.5447], [-1.2479, -5.0109, 2.0439], [-0.4906, -4.0951, 2.7933], [-0.6457, -5.7123, 0.9759], [-2.0130, -6.0010, 3.0141], [-3.1229, -7.3730, 1.9292], [-3.9693, -6.4790, 3.2107], [-4.5143, -4.8265, 1.4795], [-3.5134, -5.7356, 0.3228], [-2.5457, 0.9437, 0.2586], [-3.4595, -0.2648, 0.3181], [-4.7420, 0.1698, -0.1423], [-4.6079, 1.6695, -0.6996], [-5.7760, 2.3945, -0.3990], [-4.1169, 1.6305, -2.0237], [-3.4578, 2.0556, 0.3520], [-2.0646, 0.9497, -0.7244], [-1.7546, 1.0795, 0.9874], [-3.6062, -0.5102, 1.3763], [-3.0948, -1.1755, -0.1516], [0.5263, 3.1688, 3.0731], [-0.2441, 4.4473, 3.2567], [0.7338, 5.4653, 3.4869], [2.1453, 5.0184, 2.8835], [3.0777, 4.7927, 3.9247], [2.4710, 5.8712, 1.8093], [1.6642, 3.6017, 2.3105], [-0.0354, 2.4222, 2.5207], [0.8627, 2.7570, 4.0295], [-0.9805, 4.4122, 4.0543], [-0.7850, 4.6996, 2.3394], [-2.7769, 3.7943, -4.2262], [-2.0698, 5.1084, -4.5348], [-1.2901, 5.4142, -3.3733], [-1.1627, 4.1253, -2.4360], [-2.0796, 4.2642, -1.3635], [0.1750, 3.7665, -2.1637], [-1.7391, 3.1188, -3.5136], [-3.0527, 3.2716, -5.1362], [-3.6504, 3.9543, -3.5939], [-2.7363, 5.9351, -4.7789], [-1.4058, 5.0313, -5.3993], [-2.3244, -3.6752, -1.8368], [-1.6384, -4.7980, -2.4081], [-1.7709, -6.0743, -1.8049], [-2.0739, -4.9039, -3.9263], [-2.5025, -3.7107, -4.6174], [-3.4209, -4.1425, -5.7400], [0.0560, -4.3831, -2.6232], [-1.6284, -3.2153, -5.0434], [-3.0553, -3.0701, -3.9376], [-4.2259, -4.7493, -5.3220], [-2.9376, -4.6437, -6.5738], [-3.9288, -3.2595, -6.1390], [0.0442, -3.3852, -3.0670], [0.5865, -5.0848, -3.2554], [0.5278, -4.2116, -1.6556], [1.0394, 0.9952, 0.0182], [0.7473, 0.4404, -1.2227], [0.2384, -0.8532, -1.3169], [0.0122, -1.5785, -0.1619], [0.3871, -1.0655, 1.0652], [0.9526, 0.1927, 1.1507], [1.3243, 2.0357, 0.1184], [0.7607, 1.0452, -2.1214], [-0.1197, -1.2801, -2.2461], [-0.5315, -2.5167, -0.1185], [0.1817, -1.6442, 1.9593], [1.1256, 0.5775, 2.1495], [3.1568, -0.4582, 5.3246], [3.2990, 0.6377, 4.4921], [4.2355, 1.6225, 4.8100], [5.0576, 1.4886, 5.9161], [4.9163, 0.3755, 6.7435], [3.9747, -0.5953, 6.4424], [2.3145, -1.1347, 5.2294], [2.7399, 0.7800, 3.5753], [4.2915, 2.5307, 4.2233], [5.8064, 2.2480, 6.0977], [5.6611, 0.2037, 7.5112], [3.9432, -1.4851, 7.0586], [-0.4152, 0.0874, 5.9380], [-1.0160, -0.6007, 4.8906], [-2.0561, -0.0004, 4.2023], [-2.4766, 1.2856, 4.5236], [-1.8125, 1.9997, 5.5157], [-0.7938, 1.3839, 6.2384], [0.4191, -0.3569, 6.4654], [-0.6542, -1.5692, 4.5672], [-2.5217, -0.4782, 3.3476], [-3.1599, 1.7843, 3.8456], [-2.0399, 3.0579, 5.5556], [-0.3355, 1.9808, 7.0175], [5.9910, 2.8726, -2.3599], [4.7631, 2.2850, -2.5881], [3.5931, 2.9480, -2.2435], [3.6590, 4.2028, -1.6627], [4.8879, 4.8328, -1.5013], [6.0550, 4.1777, -1.8679], [6.9225, 2.3636, -2.5734], [4.7185, 1.2860, -3.0049], [2.6443, 2.4644, -2.4325], [2.7598, 4.6908, -1.3067], [4.9543, 5.8080, -1.0367], [6.9994, 4.6127, -1.5640], [-3.4831, -0.0770, -5.4864], [-3.6587, 0.6778, -6.6503], [-2.6058, 1.4108, -7.1734], [-1.3591, 1.3549, -6.5622], [-1.1342, 0.4208, -5.5592], [-2.2184, -0.2017, -4.9459], [-4.3693, -0.4728, -5.0069], [-4.6627, 0.7504, -7.0489], [-2.7831, 2.0528, -8.0275], [-0.5123, 1.9537, -6.8742], [-0.1566, 0.2596, -5.1227], [-2.0450, -0.7926, -4.0539]]}

---

Record 5
{"formula": "C4H8N2O", "method": "ωB97M-V/def2-TZVPD", "orbital_gap_ha": [0.289, 0.289], "e_tot_ha": -341.8046, "lumo_ev": [-0.7, -0.7], "charge": 0, "homo_energy_ha": [-0.316, -0.316], "symbols": ["C", "C", "C", "C", "O", "N", "N", "H", "H", "H", "H", "H", "H", "H", "H"], "xyz": [[0.7100, -1.7552, -0.2076], [-1.5123, 1.6384, -0.4023], [-0.1721, 1.0448, -0.0792], [1.1321, -0.6519, -0.9914], [0.2133, -1.0300, 1.5254], [0.5258, 0.5088, -1.0975], [0.2526, 1.0567, 1.1741], [0.0897, -1.5250, 2.3565], [1.2347, 0.8012, 1.2128], [1.4108, -2.5819, -0.1271], [-0.3368, -2.0227, -0.2527], [1.9945, -0.8082, -1.6370], [-2.2426, 0.8404, -0.5657], [-1.8522, 2.2677, 0.4164], [-1.4474, 2.2169, -1.3247]]}

---

Record 6
{"formula": "C2H2Br2F2", "method": "ωB97M-V/def2-TZVPD", "s2": 2.008, "orbital_gap_ha": [0.276, 0.329], "e_tot_ha": -5424.9862, "spin_multiplicity": 3, "lumo_ev": [0.5, -1.7], "charge": 0, "homo_energy_ha": [-0.257, -0.390], "symbols": ["C", "C", "F", "F", "Br", "Br", "H", "H"], "xyz": [[1.2523, 0.2518, -0.2643], [-1.0957, -0.0490, 0.4493], [1.2668, -0.6108, -1.2775], [1.9933, -0.1050, 0.7053], [-2.1259, 1.1513, -0.5631], [-1.2535, -1.8944, -0.0186], [1.1591, 1.2253, -0.5862], [-1.1963, 0.0309, 1.5551]]}

---

Record 7
{"formula": "C4H12NO2", "method": "ωB97M-V/def2-TZVPD", "orbital_gap_ha": 0.169, "e_tot_ha": -364.7615, "lumo_ev": 2.6, "charge": -1, "homo_energy_ha": -0.074, "symbols": ["C", "O", "C", "C", "C", "N", "H", "H", "H", "H", "H", "H", "H", "H", "H", "H", "H", "H", "O"], "xyz": [[1.4037, 1.5482, 1.2650], [0.6895, 2.4005, 2.1127], [0.9417, 1.9068, -0.2507], [0.1410, 0.7742, -0.8927], [-1.3684, 0.8930, -0.4178], [-1.5110, 0.7482, 1.0202], [2.4729, 1.7647, 1.4061], [1.1831, 0.5017, 1.4967], [0.6721, 2.8785, -0.4101], [1.9362, 1.7588, -0.6144], [0.2778, 0.7436, -1.9124], [0.5594, -0.2004, -0.5011], [-2.0941, 0.1620, -0.9824], [-1.7861, 1.9133, -0.7089], [-1.6083, 1.6279, 1.5199], [-0.7398, 0.2282, 1.5531], [0.3001, -7.0000, -1.3343], [-0.8881, -5.8689, -1.3741], [-0.5818, -6.7802, -0.9749]]}